Version i
{
  "formula": "C5H11N2",
  "method": "the ωB97M-V functional and the def2-TZVPD basis",
  "molar_mass_da": 99.2,
  "e_homo_ev": [-10.119, -15.281],
  "multiplicity": 3,
  "charge": 1,
  "elements": ["C", "C", "C", "C", "C", "N", "N", "H", "H", "H", "H", "H", "H", "H", "H", "H", "H", "H"],
  "positions_angstrom": [[-0.6367, -0.4782, -0.5757], [0.4478, 1.1705, 1.1604], [1.5169, 0.6362, 0.2015], [0.2713, -0.2356, 0.5095], [-0.8519, 0.6266, -1.5644], [-1.0973, -1.6694, -0.7297], [0.3551, -1.3527, 1.3719], [0.6234, 1.3161, 2.2364], [-0.1387, 1.9899, 0.9545], [1.5751, 1.1125, -0.7787], [2.3621, 0.1339, 0.8111], [-1.8474, 0.5917, -2.1100], [-0.0195, 0.7691, -2.3398], [-1.0711, 1.5758, -1.0472], [-1.8914, -1.9600, -1.3834], [0.4995, -1.0095, 2.3608], [1.2378, -1.9574, 1.3795], [-1.1240, -2.0371, 0.2694]]
}



Version ii
{
  "formula": "C5H11N2",
  "method": "the ωB97M-V functional and the def2-TZVPD basis",
  "molar_mass_da": 99.2,
  "e_homo_ev": [-9.629, -15.609],
  "multiplicity": 3,
  "charge": 1,
  "elements": ["C", "C", "C", "C", "C", "N", "N", "H", "H", "H", "H", "H", "H", "H", "H", "H", "H", "H"],
  "positions_angstrom": [[0.1797, -0.3181, -0.1560], [-0.4840, 1.3015, 0.9935], [0.3268, -1.6273, -0.7907], [-1.9140, -0.8951, 0.8796], [1.8924, 1.4016, -0.8160], [-0.8399, -0.0278, 0.6213], [0.9126, 0.7719, 0.0472], [-0.8930, 2.2277, 0.5126], [-0.0681, 1.5479, 1.9650], [0.1246, -2.4543, -0.2086], [1.3328, -1.7456, -1.1557], [-0.4258, -1.5329, -1.5649], [-2.6615, -0.7755, 0.1926], [-1.5247, -1.8945, 0.7460], [-2.3114, -0.7194, 1.8928], [2.2672, 2.2270, -0.3302], [1.4193, 1.7497, -1.6982], [2.6671, 0.7632, -1.1301]]
}



Which of them is the most stable? Correct choice: version i.



Version i
{
  "formula": "C2H2O3S",
  "method": "the ωB97M-V functional and the def2-TZVPD basis",
  "molar_mass_da": 106.1,
  "e_homo_ev": [-10.103, -10.100],
  "elements": ["C", "C", "O", "O", "O", "S", "H", "H"],
  "positions_angstrom": [[1.0032, 0.7029, -0.4609], [1.9513, 1.3764, -0.1364], [-1.2965, 0.4554, 1.4195], [-1.2794, -2.1336, -0.4777], [-0.2369, 0.4128, -0.8457], [-1.4805, 0.1034, 0.0439], [2.9272, 1.6525, 0.1013], [-1.5883, -2.5699, 0.3559]]
}



Version ii
{
  "formula": "C2H2O3S",
  "method": "the ωB97M-V functional and the def2-TZVPD basis",
  "smiles": "O=C=O.O=CS",
  "molar_mass_da": 106.1,
  "e_homo_ev": -10.321,
  "elements": ["O", "C", "O", "O", "C", "S", "H", "H"],
  "positions_angstrom": [[-1.0133, 2.7659, -0.0444], [-0.7392, 1.8140, -0.6408], [-0.4338, 0.9055, -1.2589], [1.0994, -0.3077, 1.2942], [0.8973, -0.8898, 0.2426], [-0.3954, -1.9751, -0.0231], [1.4685, -0.7491, -0.7722], [-0.8835, -1.5635, 1.2027]]
}



Which of them is the most stable? Correct choice: version ii.